[1]
C25H47BrN3O5 | ωB97M-V/def2-TZVPD

The charge is -1. Its spin multiplicity is 3. As for the highest occupied orbital energy (spin up / spin down): -4.57 / -4.57 eV. The calculation puts the energy at -4095.1557 hartree.

Each line ends with the Mulliken spin population.
CARTESIAN COORDINATES (ANGSTROEM)
C  -3.695  -1.048  -3.005  -0.005
C  -2.850  0.315  -3.132  0.000
C  -1.313  0.037  -3.550  0.000
N  -0.996  0.526  -4.892  0.000
C  0.451  0.648  -5.112  0.000
C  1.110  1.755  -4.185  0.000
O  1.246  2.900  -4.642  0.000
O  1.522  1.436  -3.009  0.001
C  -1.698  -0.217  -5.941  0.000
C  -0.826  -1.181  -6.814  0.000
O  -0.787  -0.991  -7.980  0.000
Br  0.170  -2.729  -6.127  0.000
H  -4.734  -0.845  -3.362  0.000
H  -3.759  -1.294  -1.922  0.006
H  -3.234  -1.872  -3.590  0.000
H  -2.946  0.884  -2.185  0.000
H  -3.261  0.931  -3.974  0.000
H  -1.125  -1.079  -3.511  0.000
H  -0.692  0.477  -2.742  0.000
H  0.720  0.956  -6.154  0.000
H  0.981  -0.304  -4.824  0.000
H  -2.547  -0.841  -5.549  0.000
H  -2.189  0.528  -6.619  0.000
C  -3.121  -3.331  4.362  0.010
C  -3.428  -3.543  2.854  0.032
C  -2.715  -4.803  2.342  0.021
C  -1.209  -4.643  2.174  -0.020
C  -0.899  -3.419  1.316  0.023
C  -1.570  -2.138  1.828  0.017
N  -3.031  -2.320  2.093  0.336
O  -3.655  -2.356  0.919  0.591
C  -0.846  -1.673  3.112  0.020
C  -1.306  -1.007  0.832  -0.023
C  -4.943  -3.796  2.803  -0.002
H  -3.941  -3.679  4.994  0.001
H  -2.230  -3.872  4.690  0.000
H  -2.992  -2.277  4.608  -0.010
H  -3.139  -5.102  1.375  0.003
H  -2.912  -5.642  3.021  0.000
H  -0.718  -4.557  3.148  0.000
H  -0.793  -5.534  1.698  0.002
H  0.185  -3.278  1.268  0.000
H  -1.220  -3.622  0.287  0.002
H  -1.352  -0.812  3.556  -0.011
H  0.176  -1.363  2.886  0.001
H  -0.761  -2.449  3.871  0.002
H  -1.656  -1.233  -0.177  0.008
H  -0.238  -0.805  0.746  0.001
H  -1.788  -0.079  1.150  -0.005
H  -5.502  -2.923  3.147  -0.002
H  -5.206  -4.638  3.446  0.001
H  -5.291  -4.052  1.801  0.000
C  4.463  2.316  -0.502  0.014
C  3.118  2.136  0.254  0.028
C  2.115  3.207  -0.189  0.024
C  2.413  4.600  0.354  -0.020
C  2.574  4.558  1.873  0.019
C  3.601  3.517  2.340  0.032
N  3.374  2.174  1.733  0.346
O  2.334  1.632  2.342  0.572
C  5.021  4.022  1.998  0.014
C  3.591  3.464  3.877  -0.008
C  2.598  0.775  -0.218  -0.020
H  4.551  1.619  -1.335  0.001
H  4.578  3.317  -0.925  0.000
H  5.323  2.113  0.140  -0.012
H  1.104  2.923  0.128  -0.003
H  2.077  3.248  -1.284  0.003
H  3.314  5.011  -0.111  0.000
H  1.597  5.280  0.096  0.002
H  2.862  5.553  2.233  0.000
H  1.598  4.348  2.324  0.004
H  5.772  3.265  2.236  -0.009
H  5.263  4.913  2.583  0.001
H  5.141  4.308  0.955  0.001
H  2.603  3.235  4.281  0.000
H  3.884  4.428  4.298  0.000
H  4.292  2.714  4.249  -0.001
H  3.271  -0.035  0.081  -0.003
H  2.516  0.761  -1.307  0.000
H  1.601  0.550  0.166  0.011



[2]
C25H47CaClINO3Si2 | ωB97M-V/def2-TZVPD

The charge is 0. As for the highest occupied orbital energy: -6.59 eV. For the energy above the lowest of the compared OMol25 structures with the same formula, charge and spin, the calculation gives 2.0 kcal/mol. The calculation puts the energy at -3275.7875 hartree.

Each line ends with the Löwdin charge.
CARTESIAN COORDINATES (ANGSTROEM)
O  -2.967  0.395  -3.193  -0.253
O  -4.435  -1.532  -2.369  -0.279
C  -2.816  1.796  -3.440  -0.244
C  -1.518  2.406  -2.946  -0.085
H  -3.681  2.252  -2.939  0.113
H  -2.926  1.959  -4.524  0.113
H  -1.193  2.018  -1.974  0.051
H  -1.656  3.488  -2.848  0.084
H  -0.709  2.254  -3.670  0.074
C  -1.843  -0.415  -3.610  -0.246
C  -1.809  -0.601  -5.104  -0.062
H  -1.966  -1.374  -3.092  0.093
H  -0.912  0.039  -3.234  0.117
H  -2.701  -1.138  -5.448  0.063
H  -0.925  -1.190  -5.367  0.084
H  -1.750  0.363  -5.621  0.077
C  -4.558  -2.965  -2.283  -0.249
C  -5.546  -0.864  -3.009  -0.249
C  -3.443  -3.632  -3.049  -0.069
H  -5.536  -3.275  -2.683  0.124
H  -4.512  -3.227  -1.217  0.102
H  -3.433  -3.310  -4.097  0.077
H  -3.605  -4.713  -3.031  0.080
H  -2.466  -3.426  -2.600  0.074
C  -5.581  -1.101  -4.493  -0.059
H  -5.419  0.201  -2.781  0.104
H  -6.481  -1.204  -2.532  0.114
H  -4.722  -0.621  -4.974  0.064
H  -6.492  -0.646  -4.892  0.084
H  -5.599  -2.169  -4.730  0.078
H  -3.281  -0.541  -1.549  0.082
Ca  -1.343  -0.158  1.505  1.269
C  -2.883  -0.416  -0.411  -0.260
Si  -4.421  -0.057  0.643  0.465
H  -2.389  -1.383  -0.199  0.033
H  -2.150  0.409  -0.499  0.004
C  -5.132  1.544  -0.013  -0.150
C  -4.030  0.123  2.488  -0.222
C  -5.727  -1.398  0.590  -0.169
C  -1.596  2.312  1.731  -0.394
Si  -0.666  2.809  3.256  0.339
H  -2.603  2.753  1.643  -0.042
H  -1.048  2.596  0.812  -0.044
C  -1.862  2.923  4.710  -0.203
C  0.199  4.465  3.037  -0.202
C  0.698  1.562  3.678  -0.191
H  -6.385  -1.289  1.464  0.039
H  -5.273  -2.397  0.638  0.027
H  -6.355  -1.349  -0.308  0.025
H  -4.547  2.403  0.345  0.032
H  -6.167  1.658  0.340  0.040
H  -5.137  1.564  -1.111  0.013
H  -3.350  0.959  2.735  -0.015
H  -3.656  -0.814  2.939  0.035
H  -4.986  0.347  2.986  0.048
H  -0.537  5.272  2.903  0.028
H  0.852  4.448  2.153  0.003
H  0.815  4.709  3.915  0.022
H  1.475  1.521  2.899  0.028
H  0.342  0.535  3.865  0.008
H  1.192  1.896  4.606  0.033
H  -1.382  3.411  5.570  0.024
H  -2.210  1.933  5.039  0.017
H  -2.746  3.519  4.440  0.028
Cl  5.765  -0.841  0.960  0.694
C  4.119  -0.436  0.736  -0.644
C  3.791  0.737  0.061  -0.172
C  2.463  1.115  -0.129  -0.632
I  1.969  3.003  -0.897  0.922
C  1.405  0.251  0.271  -0.447
O  0.168  0.522  0.029  -0.302
C  1.750  -0.914  1.088  -0.158
N  0.735  -1.500  1.787  -0.007
C  1.004  -2.530  2.606  -0.132
C  2.310  -3.014  2.784  -0.053
C  3.361  -2.401  2.123  -0.016
C  3.114  -1.285  1.295  -0.174
H  4.575  1.384  -0.313  0.092
H  0.148  -2.981  3.116  0.106
H  2.465  -3.857  3.452  0.105
H  4.382  -2.751  2.242  0.092



[3]
C25H47CeClINO3Si2 | ωB97M-V/def2-TZVPD

The charge is +1. Its spin multiplicity is 2. As for the highest occupied orbital energy (spin up / spin down): -9.42 / -9.42 eV. For the energy above the lowest of the compared OMol25 structures with the same formula, charge and spin, the calculation gives 0.0 kcal/mol. The calculation puts the energy at -3072.9852 hartree.

Each line ends with the Mulliken spin population.
CARTESIAN COORDINATES (ANGSTROEM)
O  -1.171  -1.410  -1.517  -0.003
O  1.032  0.824  -3.279  0.001
C  -0.301  -2.463  -2.038  0.002
C  -0.786  -3.868  -1.733  0.000
H  0.678  -2.274  -1.577  0.000
H  -0.201  -2.349  -3.133  0.000
H  -0.914  -4.065  -0.656  0.000
H  0.002  -4.542  -2.107  0.000
H  -1.696  -4.147  -2.284  0.000
C  -2.173  -0.926  -2.480  0.000
C  -1.915  -1.212  -3.948  0.000
H  -2.264  0.155  -2.311  0.000
H  -3.118  -1.391  -2.155  0.000
H  -1.033  -0.655  -4.302  0.000
H  -2.770  -0.871  -4.557  0.000
H  -1.784  -2.284  -4.146  0.000
C  0.266  2.220  -3.257  0.000
C  2.254  0.518  -4.216  0.000
C  -0.695  2.270  -4.406  0.000
H  1.059  2.973  -3.289  0.000
H  -0.250  2.233  -2.294  0.000
H  -0.214  2.180  -5.384  0.000
H  -1.191  3.249  -4.403  0.000
H  -1.486  1.518  -4.306  0.000
C  1.880  0.761  -5.650  0.000
H  2.449  -0.530  -4.006  0.000
H  3.083  1.133  -3.855  0.000
H  1.035  0.141  -5.975  0.000
H  2.731  0.471  -6.283  0.000
H  1.697  1.814  -5.873  0.000
H  1.286  0.606  -2.336  0.000
Ce  -0.368  -0.171  1.003  0.998
C  1.732  -0.160  -0.329  -0.008
Si  3.426  0.326  0.305  -0.001
H  1.757  -1.181  -0.791  0.007
H  1.698  0.628  -1.110  0.003
C  4.685  -0.630  -0.714  0.000
C  3.571  -0.061  2.121  0.001
C  3.460  2.156  -0.094  0.000
C  -2.235  -1.519  1.125  -0.010
Si  -3.538  -0.231  0.990  -0.007
H  -2.285  -2.189  2.000  0.002
H  -2.094  -2.198  0.239  0.006
C  -4.862  -0.714  -0.222  -0.001
C  -2.892  1.453  0.429  0.010
C  -4.213  0.019  2.713  0.001
H  2.863  2.411  -0.984  0.000
H  4.496  2.456  -0.284  0.000
H  3.061  2.739  0.746  0.000
H  4.516  -1.711  -0.603  0.000
H  5.696  -0.389  -0.359  0.000
H  4.616  -0.393  -1.787  0.000
H  2.896  -0.883  2.404  0.000
H  3.339  0.809  2.748  0.000
H  4.608  -0.376  2.323  0.000
H  -3.155  1.610  -0.631  0.000
H  -1.817  1.740  0.533  -0.005
H  -3.438  2.210  1.019  0.000
H  -5.089  0.686  2.693  0.000
H  -3.458  0.449  3.393  0.000
H  -4.514  -0.958  3.117  0.000
H  -5.792  -0.176  0.005  0.000
H  -5.048  -1.791  -0.143  0.000
H  -4.593  -0.494  -1.263  0.000
Cl  1.337  1.192  8.111  0.000
C  1.130  1.274  6.418  0.000
C  1.704  2.325  5.699  0.000
C  1.521  2.425  4.312  -0.001
I  2.546  3.932  3.274  0.000
C  0.716  1.479  3.607  -0.004
O  0.391  1.545  2.338  -0.001
C  0.274  0.306  4.329  0.008
N  -0.276  -0.702  3.587  0.000
C  -0.800  -1.749  4.246  0.003
C  -0.820  -1.845  5.648  0.000
C  -0.200  -0.873  6.403  0.000
C  0.399  0.233  5.764  -0.001
H  2.301  3.057  6.217  0.000
H  -1.241  -2.524  3.616  0.000
H  -1.337  -2.691  6.106  0.000
H  -0.166  -0.933  7.491  0.000